The following is a DFT calculation (ωB97M-V/def2-TZVPD) of a 2-piece molecular cluster, C22H24Br2N3 overall.

The geometry in ORCA input format:
```
! wB97M-V def2-TZVPD RIJCOSX def2/J DEFGRID3
* xyz 1 1
Br -6.64 1.12 2.02
C -4.97 0.22 2.07
C -4.94 -1.19 2.09
C -3.71 -1.84 2.20
C -2.48 -1.12 2.31
C -1.22 -1.81 2.48
C 0.01 -1.21 2.20
C 1.27 -1.81 2.23
C 2.52 -1.10 2.12
C 3.76 -1.82 2.07
C 4.99 -1.16 2.04
C 5.02 0.24 2.04
Br 6.68 1.15 2.02
C 3.82 0.99 2.05
C 2.60 0.32 2.09
C -2.56 0.30 2.24
C -3.78 0.96 2.12
H -5.87 -1.75 2.03
H -3.68 -2.92 2.11
H -1.25 -2.88 2.71
H -0.02 -0.16 1.88
H 1.32 -2.91 2.25
H 3.74 -2.90 2.07
H 5.92 -1.72 2.02
H 3.86 2.07 2.04
H 1.68 0.90 2.13
H -1.64 0.88 2.24
H -3.81 2.05 2.07
C -0.92 -1.64 7.85
C -0.44 -1.85 6.44
N -1.45 -2.39 5.52
C -2.45 -3.03 6.08
N -2.60 -3.28 7.42
C -1.60 -2.87 8.37
C -3.65 -4.08 7.99
C -4.31 -4.96 6.97
C -4.63 -4.20 5.71
N -3.45 -3.51 5.27
H -0.09 -1.39 8.52
H -1.63 -0.81 7.89
H -0.13 -0.89 6.00
H 0.44 -2.51 6.46
H -0.88 -3.69 8.52
H -2.11 -2.69 9.33
H -3.20 -4.69 8.78
H -4.40 -3.42 8.47
H -3.65 -5.80 6.74
H -5.23 -5.35 7.40
H -4.94 -4.88 4.90
H -5.46 -3.49 5.90
H -3.32 -3.30 4.29
*
```

Computed properties:
- total energy (eV) = -167751.597
- LUMO level (eV) = -5.5
- HOMO energy (eV) = -10.20
- maximum force (eV/A) = 1.08